# 1
The following is a quantum chemistry calculation of a structure of composition C43H44ClN4O8PSV, from OMol25.

Geometry as XYZ:
```
103
Properties=species:S:1:pos:R:3:forces:R:3:lowdin_spin:R:1
V -0.1019 -0.2956 0.4480 0.48 -0.50 0.46 1.960
C -0.2007 4.3029 0.7943 0.09 0.06 -0.02 0.000
O 0.3798 4.2443 -0.5063 -0.14 -0.08 0.01 0.001
C 1.4608 3.4217 -0.6919 0.05 -0.06 -0.11 0.004
C 2.4624 3.8983 -1.5133 0.04 0.05 0.00 0.001
C 3.5788 3.1225 -1.8180 0.03 0.02 -0.04 0.006
C 3.6981 1.8707 -1.2544 0.00 -0.06 0.03 0.000
C 2.6861 1.3485 -0.4442 -0.07 0.13 0.03 0.006
C 2.9234 0.1710 0.3763 -0.04 -0.05 0.16 0.015
N 1.9599 -0.4314 0.9575 0.03 0.06 -0.39 -0.015
N 2.2356 -1.1942 2.0699 0.00 -0.03 0.18 -0.001
C 1.1755 -1.1147 2.8411 0.09 -0.08 -0.29 0.001
O 0.1173 -0.4549 2.5357 0.11 -0.08 0.00 0.010
C 1.2086 -1.8518 4.1327 0.03 0.07 0.05 0.000
C 2.2752 -2.6856 4.4538 0.02 -0.03 0.01 0.000
C 2.2750 -3.3843 5.6506 0.01 0.00 -0.01 0.000
C 1.2121 -3.2558 6.5369 -0.04 0.03 -0.02 0.000
C 0.1450 -2.4271 6.2158 0.03 -0.03 0.02 0.000
C 0.1436 -1.7298 5.0163 -0.03 0.02 -0.01 0.000
C 1.5029 2.0951 -0.1916 -0.04 0.10 0.03 0.003
O 0.4752 1.6140 0.4666 -0.15 -0.16 -0.20 0.013
H -0.7851 5.2214 0.8158 -0.01 0.01 0.00 0.000
H 0.5756 4.3456 1.5628 0.02 0.00 0.00 0.000
H -0.8379 3.4464 0.9910 -0.03 -0.03 -0.01 0.000
H 2.3506 4.8980 -1.9170 -0.01 -0.01 0.02 0.000
H 4.3535 3.5149 -2.4643 -0.01 -0.01 0.01 0.000
H 4.5883 1.2752 -1.4253 -0.01 0.00 0.01 0.000
H 3.9439 -0.0623 0.6781 0.01 -0.02 0.01 0.000
H 3.0862 -2.7866 3.7449 -0.02 0.01 0.01 0.000
H 3.1043 -4.0392 5.8909 -0.01 0.01 0.00 0.000
H 1.2125 -3.8064 7.4700 0.00 0.00 0.00 0.000
H -0.6913 -2.3294 6.8975 0.00 0.00 0.00 0.000
H -0.6847 -1.0900 4.7397 0.02 -0.01 0.00 0.000
O 0.1742 -3.4708 1.6322 -0.08 0.04 0.05 0.003
S 0.6491 -3.6337 0.2862 -0.06 -0.24 -0.14 0.002
O 2.0012 -4.1093 0.1069 -0.02 0.11 -0.02 0.001
N 0.3324 -2.2800 -0.5210 0.16 0.38 0.23 0.000
C 0.6104 -2.2442 -1.8705 0.06 -0.21 -0.17 -0.003
C 1.1206 -3.2647 -2.6683 -0.10 0.15 0.13 0.007
C 1.1928 -3.1326 -4.0645 0.03 -0.07 -0.01 -0.002
C 0.8064 -1.9930 -4.7102 0.00 0.00 -0.04 0.006
C 0.3721 -0.8951 -3.9379 0.17 0.02 0.16 -0.001
C 0.0802 0.3667 -4.4975 -0.01 -0.01 -0.03 0.012
C -0.2368 1.4144 -3.6858 -0.04 0.07 -0.03 -0.002
C -0.2942 1.2060 -2.2991 -0.02 -0.08 0.01 0.015
N -0.0598 0.0366 -1.7437 -0.20 0.06 0.20 -0.002
C 0.2963 -1.0162 -2.5302 -0.07 0.06 -0.17 0.001
C -0.3737 -4.8870 -0.4903 -0.03 0.07 0.00 0.000
C -1.5180 -4.5688 -1.2070 0.08 0.09 0.01 0.000
C -2.2825 -5.5832 -1.7618 -0.02 -0.06 -0.03 0.000
C -1.9122 -6.9102 -1.5903 0.00 0.02 0.00 0.000
C -0.7646 -7.2244 -0.8722 -0.02 0.06 0.00 0.000
C 0.0120 -6.2103 -0.3296 0.00 -0.07 0.03 0.000
H 1.4637 -4.1813 -2.2172 0.00 -0.03 0.01 0.000
H 1.5690 -3.9747 -4.6339 0.00 0.02 -0.01 0.000
H 0.8646 -1.8990 -5.7878 0.00 -0.01 0.02 0.000
H 0.1384 0.4865 -5.5736 0.00 0.01 0.00 0.001
H -0.4440 2.4016 -4.0766 0.01 0.00 0.01 0.000
H -0.5454 2.0196 -1.6337 -0.02 0.01 -0.02 0.000
H -1.8113 -3.5322 -1.3208 0.00 -0.03 0.00 0.000
H -3.1820 -5.3337 -2.3112 0.01 -0.01 0.00 0.000
H -2.5194 -7.7003 -2.0151 0.00 0.01 0.00 0.000
H -0.4706 -8.2580 -0.7387 0.00 0.00 0.00 0.000
H 0.9209 -6.4348 0.2137 -0.01 0.01 0.00 0.000
C -3.7933 4.0610 -3.4515 0.03 -0.01 -0.01 0.000
C -3.9137 4.0810 -1.9430 -0.02 0.02 0.01 0.000
O -2.8330 3.3377 -1.3666 0.03 -0.05 0.05 0.000
P -3.0682 2.0145 -0.4519 -0.20 0.20 -0.22 0.002
O -4.1383 1.1896 -1.4038 0.12 0.01 -0.03 0.000
C -3.5481 0.4653 -2.4982 -0.08 0.04 0.05 0.000
C -4.6558 -0.1758 -3.2979 -0.04 -0.01 -0.02 0.000
O -4.1801 2.6021 0.5856 0.11 -0.02 0.06 0.000
C -4.2477 2.0400 1.9109 0.00 0.01 -0.06 0.000
C -3.0019 2.3022 2.7335 -0.02 0.02 0.04 0.000
H -4.5596 4.6926 -3.9060 0.00 0.00 0.02 0.000
H -3.9160 3.0450 -3.8307 0.00 0.04 -0.01 0.000
H -2.8125 4.4305 -3.7568 -0.02 -0.01 0.00 0.000
H -4.8699 3.6667 -1.6232 -0.01 -0.01 0.01 0.000
H -3.8383 5.1000 -1.5603 0.00 0.02 0.01 0.000
H -2.8577 -0.2893 -2.1107 0.03 -0.02 0.01 0.000
H -2.9750 1.1540 -3.1236 0.02 0.00 -0.01 0.000
H -5.2190 -0.8765 -2.6814 0.00 0.01 -0.01 0.000
H -4.2358 -0.7232 -4.1440 0.00 0.01 0.01 0.000
H -5.3426 0.5841 -3.6767 0.01 -0.02 0.01 0.000
H -4.4588 0.9699 1.8431 0.02 -0.03 0.00 0.000
H -5.1089 2.5211 2.3721 -0.05 -0.01 -0.01 0.000
H -2.1250 1.7887 2.3371 -0.01 0.01 -0.01 0.000
H -3.1606 1.9375 3.7505 0.01 0.00 -0.01 0.000
H -2.7951 3.3733 2.7792 0.00 -0.02 -0.01 0.000
Cl -5.9973 -5.4535 -0.2769 -0.01 -0.02 0.00 -0.002
C -4.8753 -4.1729 0.1331 0.02 -0.01 0.04 -0.006
C -5.0264 -2.9231 -0.4339 0.04 0.10 -0.02 0.001
C -4.1164 -1.9178 -0.1244 -0.03 -0.02 -0.06 -0.005
C -3.0259 -2.1322 0.7263 0.06 0.02 -0.04 0.002
C -2.0428 -1.0736 1.0880 -0.49 -0.05 0.10 -0.028
C -2.9446 -3.4053 1.3168 -0.02 0.02 -0.03 -0.005
C -3.8481 -4.4154 1.0287 0.04 0.06 0.01 0.001
H -5.8598 -2.7282 -1.0981 0.01 0.00 0.00 0.000
H -4.2879 -0.9289 -0.5269 0.03 0.00 -0.02 0.000
H -1.6877 -1.3246 2.0833 0.04 0.03 0.05 0.002
H -2.5802 -0.1199 1.1987 0.04 0.02 -0.06 -0.002
H -2.1345 -3.6044 2.0046 0.04 -0.01 0.01 0.000
H -3.7437 -5.3930 1.4821 0.01 0.01 0.00 0.000
```
Positions in Å, forces in eV/Å.

Properties
2S+1: 3
frontier orbital gap (alpha / beta): 7.0 / 7.0 eV
HOMO (alpha / beta): -0.174 / -0.178 Ha
total charge: -1


# 2
The following is a quantum chemistry calculation of a structure of composition C43H44N6O2Pd, from OMol25.

Geometry as XYZ:
```
96
Properties=species:S:1:pos:R:3:forces:R:3:lowdin_spin:R:1
Pd 0.3644 -0.3375 -0.3935 0.96 -0.68 0.71 1.571
C 4.7323 -0.9435 -1.6212 -0.05 0.04 -0.05 0.026
C 3.3102 -1.1217 -1.2304 -0.13 0.10 0.07 0.213
N 2.4387 -0.1157 -1.1945 -0.08 0.28 0.16 0.148
N 2.8868 1.0639 -1.5175 -0.13 0.09 -0.17 0.453
C 1.8176 1.9997 -1.6973 0.20 0.14 -0.05 0.043
O 0.6552 1.6293 -1.7066 -0.35 -0.16 -0.17 0.107
C 2.2040 3.3910 -1.8864 0.39 0.12 -0.07 0.008
C 1.1950 4.3165 -2.1696 -0.01 0.03 -0.02 0.005
C 1.5059 5.6556 -2.2838 0.07 0.07 -0.01 0.003
C 2.8250 6.0793 -2.1175 -0.05 0.00 0.00 0.013
C 3.8357 5.1630 -1.8522 0.01 0.00 -0.02 0.000
C 3.5318 3.8167 -1.7381 -0.21 -0.06 -0.04 0.013
C 2.7690 -2.4189 -0.8517 0.13 0.08 -0.11 0.009
C 3.5566 -3.5624 -0.8832 0.03 -0.09 0.01 0.059
C 3.0019 -4.7690 -0.4752 0.08 -0.01 -0.02 -0.010
C 1.6875 -4.7820 -0.0548 -0.06 -0.02 0.03 0.060
C 0.9602 -3.5904 -0.0725 -0.07 -0.14 0.03 0.006
N 1.4799 -2.4455 -0.4682 -0.21 0.12 -0.14 0.154
H 4.9484 0.1033 -1.7983 0.05 -0.01 -0.01 0.001
H 4.9485 -1.5051 -2.5349 -0.02 -0.01 0.06 0.009
H 5.3852 -1.3232 -0.8328 -0.01 -0.03 -0.03 0.008
H 0.1783 3.9675 -2.3065 0.06 0.02 0.03 0.000
H 0.7304 6.3761 -2.5138 0.05 -0.03 0.03 0.000
H 3.0647 7.1335 -2.2050 -0.02 -0.09 -0.01 0.001
H 4.8602 5.4998 -1.7473 -0.08 -0.03 0.02 0.000
H 4.3087 3.0955 -1.5295 0.02 -0.01 -0.01 0.000
H 4.5817 -3.5125 -1.2257 -0.05 -0.01 0.06 0.004
H 3.5944 -5.6763 -0.4812 -0.05 0.07 -0.02 -0.002
H 1.2168 -5.6976 0.2824 0.00 0.09 -0.04 0.003
H -0.0737 -3.5686 0.2444 0.00 0.00 0.02 0.001
C -2.5709 -1.6860 3.9778 -0.03 0.10 -0.02 0.000
C -2.5303 -2.3539 2.6224 0.07 0.05 -0.06 0.001
N -1.3949 -1.8148 1.8737 0.18 -0.03 0.16 0.006
C -0.2620 -1.3273 2.4420 0.00 -0.01 0.12 0.020
N 0.6862 -0.8178 1.6713 -0.26 0.12 -0.03 0.168
C 1.8410 -0.2097 2.3205 -0.09 -0.16 -0.04 0.016
C 2.2655 -1.0490 3.5111 0.07 0.00 -0.03 0.008
C 1.1078 -1.0938 4.4799 -0.06 -0.05 -0.04 0.000
N -0.1440 -1.4070 3.7842 -0.03 -0.06 0.02 0.004
C -1.2309 -1.9053 4.6385 0.10 0.04 -0.09 0.002
H -3.3706 -2.0921 4.5960 0.03 -0.02 -0.03 0.000
H -2.7426 -0.6144 3.8474 -0.06 -0.02 0.05 0.000
H -3.4377 -2.1638 2.0525 0.00 0.04 -0.07 0.000
H -2.4301 -3.4347 2.7413 0.00 -0.06 -0.02 0.000
H -1.5127 -1.6380 0.8914 -0.10 0.05 -0.13 0.007
H 1.6030 0.7997 2.6584 -0.03 0.21 -0.03 0.000
H 2.6516 -0.1363 1.5962 0.04 0.00 -0.08 0.003
H 3.1373 -0.6139 4.0009 -0.01 -0.04 -0.02 0.001
H 2.5239 -2.0565 3.1755 0.02 0.01 0.02 0.000
H 1.0061 -0.1346 4.9920 -0.05 0.03 0.04 0.000
H 1.2665 -1.8589 5.2398 -0.01 -0.03 0.03 0.000
H -1.1731 -1.3734 5.5857 0.05 0.07 0.05 0.000
H -1.0778 -2.9680 4.8457 0.03 -0.03 0.04 0.000
C -2.2332 3.2477 -0.0909 -0.07 0.09 0.07 0.001
C -0.9552 2.7919 0.5548 -0.25 0.07 -0.10 0.008
O -0.7351 1.5891 0.6592 0.34 -0.02 0.08 0.034
C -0.0016 3.8136 1.0545 -0.06 -0.12 -0.02 0.000
C -0.4328 5.0954 1.3909 -0.08 0.07 0.00 0.002
C 0.4750 6.0387 1.8484 -0.01 0.03 -0.01 0.000
C 1.8208 5.7126 1.9549 0.01 -0.04 -0.03 0.002
C 2.2607 4.4381 1.6094 0.01 0.01 0.03 0.000
C 1.3490 3.4952 1.1685 0.04 0.04 0.11 0.001
H -2.6519 2.4437 -0.6932 0.03 0.03 0.03 0.000
H -2.0797 4.1344 -0.7047 -0.02 -0.01 0.01 0.000
H -2.9564 3.5095 0.6892 0.03 0.00 -0.05 0.000
H -1.4825 5.3573 1.3205 0.07 0.00 -0.03 0.000
H 0.1338 7.0321 2.1144 0.02 -0.08 0.01 0.000
H 2.5303 6.4532 2.3044 -0.04 -0.04 -0.02 0.000
H 3.3133 4.1873 1.6861 -0.09 0.03 -0.03 0.000
H 1.6773 2.5085 0.8763 0.03 -0.13 0.10 0.000
C -6.6779 -1.4040 -1.6827 -0.06 -0.02 -0.02 -0.004
C -5.7394 -1.7929 -2.6302 0.09 -0.01 -0.09 0.001
C -4.3968 -1.4943 -2.4522 0.03 -0.04 -0.19 -0.002
C -3.9750 -0.8085 -1.3165 0.09 -0.03 0.12 0.033
C -4.9290 -0.3764 -0.3973 -0.13 0.04 0.15 0.001
C -6.2743 -0.6785 -0.5733 0.10 0.11 0.11 0.002
C -2.5500 -0.5444 -0.9884 -0.26 0.32 0.04 0.085
C -1.4795 -1.1525 -1.4604 -0.27 -0.59 -0.53 0.428
C -1.1996 -2.3100 -2.2769 0.16 0.24 0.08 0.053
C -1.7337 -3.5616 -1.9373 -0.08 -0.15 0.14 0.060
C -1.4329 -4.6800 -2.6947 0.02 -0.02 0.00 -0.003
C -0.5785 -4.5735 -3.7912 -0.05 -0.01 0.05 0.072
C -0.0321 -3.3401 -4.1294 0.02 0.05 0.01 -0.007
C -0.3375 -2.2177 -3.3766 0.05 0.02 -0.15 0.063
H -7.7237 -1.6536 -1.8177 0.07 0.04 -0.01 0.000
H -6.0550 -2.3267 -3.5192 0.02 0.04 0.06 0.000
H -3.6801 -1.7688 -3.2170 -0.02 -0.08 0.06 0.000
H -4.6108 0.1979 0.4698 -0.04 -0.06 -0.05 0.000
H -7.0047 -0.3387 0.1524 0.07 -0.04 -0.05 0.001
H -2.4040 0.2370 -0.2451 -0.06 0.05 0.04 0.018
H -2.4084 -3.6378 -1.0885 0.05 0.00 -0.08 0.002
H -1.8648 -5.6407 -2.4361 0.01 0.09 -0.03 -0.001
H -0.3526 -5.4493 -4.3878 0.00 0.05 0.05 0.004
H 0.6238 -3.2551 -4.9881 -0.05 0.00 0.05 -0.002
H 0.0725 -1.2488 -3.6398 0.01 -0.02 -0.01 0.003
```
Positions in Å, forces in eV/Å.

Properties
2S+1: 5
frontier orbital gap (alpha / beta): 6.7 / 4.9 eV
HOMO (alpha / beta): -0.469 / -0.475 Ha
total charge: +2


| no. | E_tot (eV) |
| --- | --- |
| 1 | -125984.8151 |
| 2 | -61804.2594 |